Entry 1:
C12H20F2InNO16P2S2 | ωB97M-V with the def2-TZVPD basis set

The geometry in XYZ format:
```
56
C12H20F2InNO16P2S2 (ωB97M-V with the def2-TZVPD basis set)
In 1.431 -0.293 0.914
N -0.615 -5.038 3.420
S -0.970 -5.601 4.785
O -0.194 -6.745 5.324
O -2.333 -5.456 5.219
F -0.154 -4.473 5.506
S -1.042 -6.490 2.665
O -2.488 -6.826 2.681
O -0.086 -7.562 2.622
F -0.903 -5.873 1.182
C 5.594 4.500 -5.017
C 5.330 3.633 -3.845
C 6.498 3.393 -2.771
O 6.311 2.643 -1.819
C 7.761 4.025 -3.017
C 7.945 4.864 -4.082
C 6.810 5.141 -5.089
O 6.968 5.960 -6.106
O 9.196 5.257 -4.176
O 4.249 3.020 -3.638
H 4.882 4.507 -5.829
H 8.564 3.712 -2.366
C 0.586 -1.351 -7.973
O 0.130 -2.608 -7.494
P -1.215 -2.719 -6.519
O -1.059 -2.302 -5.067
O -2.253 -1.904 -7.437
C -3.541 -1.618 -6.919
O -1.652 -4.317 -6.686
C -1.612 -4.959 -7.962
H 1.667 -1.303 -7.846
H 0.069 -0.471 -7.592
H 0.350 -1.297 -9.036
H -3.562 -1.216 -5.906
H -4.096 -2.555 -6.886
H -4.074 -0.908 -7.551
H -2.642 -5.242 -8.178
H -1.068 -5.903 -7.945
H -1.350 -4.279 -8.773
C -4.100 2.338 9.609
O -3.231 1.777 8.584
P -2.312 2.739 7.640
O -1.736 1.990 6.454
O -3.267 4.018 7.186
C -4.483 3.826 6.349
O -1.240 3.372 8.627
C -0.134 2.596 9.093
H -4.116 1.646 10.452
H -5.140 2.288 9.288
H -3.853 3.368 9.866
H -4.499 4.392 5.418
H -5.273 4.278 6.949
H -4.720 2.769 6.236
H -0.052 1.688 8.496
H -0.067 2.472 10.174
H 0.786 3.094 8.788
```

Its net charge is 0.

=====

Entry 2:
CH5FN3O | ωB97M-V with the def2-TZVPD basis set

The geometry in XYZ format:
```
11
CH5FN3O (ωB97M-V with the def2-TZVPD basis set)
C -0.269 -0.460 0.424
N 0.827 -0.794 1.121
N -0.188 0.556 -0.523
N -1.300 1.265 -0.825
O -1.364 -1.092 0.712
F -0.966 2.622 -0.623
H 1.671 -0.382 1.629
H 0.781 -1.743 1.425
H 0.726 1.035 -0.633
H -1.526 1.421 -2.116
H -2.117 -0.882 0.115
```

Its net charge is +1.

=====

Energy values, unit eV, following the record order: -97867.38253; -10342.55168.
Kohn-Sham gap values, unit hartree, following the record order: 0.08371; 0.40255.
Relative energy (zero: lowest compared OMol25 entry of this formula, charge and spin) values, unit kcal/mol, following the record order: 15.2; 74.4.